Entry 1:
Below is C9H8N2O in the gas phase, with properties calculated with wB97M-V/def2-TZVPD.

Summary:
SMILES: C/C=C1/OC=C[C@@H]1N=C=CC#N
frontier orbital gap: 9.52 eV
DFT total energy: -14486.42463 eV
ΔE to the lowest compared entry with this formula, charge and spin: 100.7 kcal/mol

Structure (XYZ):
```
20
Properties=species:S:1:pos:R:3:nbo_charge:R:1
C 0.923 1.923 -0.636 -0.6515
C -0.101 1.444 0.384 -0.2280
C -0.990 0.458 0.230 0.2799
O -2.076 0.249 1.040 -0.4676
C -2.785 -0.830 0.599 0.1484
C -2.304 -1.341 -0.559 -0.3113
C -0.979 -0.669 -0.797 -0.1684
N 0.117 -1.584 -0.585 -0.3672
C 0.932 -1.326 0.288 0.5004
C 1.959 -1.057 1.045 -0.5372
C 3.096 -0.472 0.436 0.2736
N 4.073 -0.141 -0.095 -0.3281
H 1.564 2.721 -0.183 0.2311
H 0.385 2.362 -1.486 0.2234
H 1.601 1.142 -1.068 0.2271
H -0.355 2.140 1.056 0.2077
H -3.705 -1.105 1.152 0.2191
H -2.652 -2.300 -1.056 0.2436
H -0.787 -0.458 -1.827 0.2353
H 2.084 -1.153 2.061 0.2698
```

=====

Entry 2:
Below is C9H8N2O3S in the gas phase, with properties calculated with wB97M-V/def2-TZVPD.

Summary:
frontier orbital gap (spin up / spin down): 6.65 / 8.45 eV
DFT total energy: -29413.54638 eV
ΔE to the lowest compared entry with this formula, charge and spin: 142.4 kcal/mol

Structure (XYZ):
```
23
Properties=species:S:1:pos:R:3:nbo_charge:R:1
C -1.273 1.501 2.905 -0.1852
C -1.942 0.264 2.934 -0.1878
C -0.477 1.827 1.822 -0.1955
C -1.811 -0.473 1.758 -0.2289
C -0.214 1.032 0.735 -0.0614
C -0.989 -0.182 0.749 -0.1899
C 0.700 1.385 -0.346 -0.3191
C 1.085 0.699 -1.381 0.1437
C 1.721 0.458 -2.665 0.5374
N 0.500 -1.803 -0.777 -0.2903
N 2.798 -0.391 -2.604 -0.8241
O 1.272 1.090 -3.609 -0.5516
O -2.111 -2.240 -0.566 -0.9503
O 0.711 -2.713 -1.783 -0.5198
S -1.067 -1.248 -0.822 1.3673
H -1.295 2.186 3.858 0.2257
H -2.552 -0.065 3.684 0.2178
H 0.073 2.734 1.806 0.2132
H -2.143 -1.553 1.893 0.2452
H 0.933 2.515 -0.560 0.2459
H 2.696 -1.191 -1.884 0.4213
H 3.433 -0.506 -3.344 0.4058
H -0.048 -3.324 -1.801 0.4803
```

=====

Entry 3:
Below is a molecular structure, C9H8N2O4Rh, with properties calculated with wB97M-V/def2-TZVPD.

Summary:
total charge: +3
frontier orbital gap (spin up / spin down): 8.98 / 5.85 eV
DFT total energy: -23603.64308 eV
ΔE to the lowest compared entry with this formula, charge and spin: 0.0 kcal/mol
multiplicity: 5

Structure (XYZ):
```
24
Properties=species:S:1:pos:R:3:mulliken_spin:R:1
Rh -0.173 0.189 -1.905 2.3796
C -0.154 2.069 -2.274 -0.0226
O -0.078 3.146 -2.703 0.0822
C -0.229 -0.665 -3.668 0.0219
O -0.314 -1.302 -4.611 0.0626
C -2.133 -0.181 -1.594 0.1052
O -3.229 -0.517 -1.433 0.0161
C 1.816 -0.116 -1.861 0.1194
O 2.852 -0.535 -2.118 0.0233
H -0.408 -3.163 -0.929 0.0014
H 0.030 -3.485 -1.456 0.0080
N 1.331 -1.462 1.102 0.3693
C 0.646 -0.348 1.408 0.0558
C 0.699 0.059 2.764 0.2089
C -0.084 1.124 3.185 -0.0593
C -0.919 1.809 2.258 0.2050
C -0.875 1.368 0.902 0.2100
N -0.081 0.334 0.503 0.2113
H 1.330 -1.973 0.243 -0.0203
H 1.858 -1.823 1.874 -0.0126
H 1.335 -0.514 3.450 0.0015
H -0.088 1.460 4.232 0.0028
H -1.614 2.655 2.502 0.0019
H -1.519 1.869 0.130 0.0287
```

=====

Entry 4:
Below is a molecular structure, C9H8N2O4Ti, with properties calculated with wB97M-V/def2-TZVPD.

Summary:
total charge: +3
frontier orbital gap (spin up / spin down): 4.95 / 5.15 eV
DFT total energy: -43711.33346 eV
multiplicity: 2

Structure (XYZ):
```
24
Properties=species:S:1:pos:R:3:mulliken_spin:R:1
Ti 0.573 -0.470 -0.243 1.1060
O 0.513 -2.806 1.725 0.0918
C 0.549 -1.936 0.970 -0.0786
C 0.468 1.096 -1.319 -0.0936
O 0.383 2.058 -1.948 0.0886
C -0.923 -1.205 -1.164 -0.0931
O -1.844 -1.639 -1.706 0.0854
C 2.098 0.244 0.649 -0.0719
O 3.006 0.687 1.204 0.0850
C 1.937 -2.057 -1.247 -0.0199
H 2.776 -2.222 -0.579 0.0046
H 1.316 -2.922 -1.455 0.0066
C 1.908 -0.954 -2.079 -0.0185
H 1.264 -0.939 -2.951 0.0067
H 2.723 -0.239 -2.075 0.0068
N -1.969 1.740 2.295 0.0089
C -2.655 1.978 1.164 -0.0335
C -2.017 1.329 0.124 0.0159
N -0.927 0.698 0.619 -0.0564
C -0.931 0.965 1.941 -0.0396
H -2.192 2.088 3.254 -0.0003
H -3.551 2.578 1.103 0.0002
H -2.322 1.329 -0.913 -0.0003
H -0.183 0.600 2.632 -0.0007
```

=====

Entry 5:
Below is C9H8O in the gas phase, with properties calculated with wB97M-V/def2-TZVPD.

Summary:
SMILES: C#C[C@H](O)c1ccccc1
frontier orbital gap: 9.98 eV
DFT total energy: -11505.86804 eV
ΔE to the lowest compared entry with this formula, charge and spin: 84.3 kcal/mol

Structure (XYZ):
```
18
Properties=species:S:1:pos:R:3:nbo_charge:R:1
C 2.159 -3.037 1.613 -0.2636
C 1.513 -2.107 1.264 -0.0351
C 0.318 -1.081 1.064 0.0611
O -0.860 -1.836 0.887 -0.7241
C 0.000 0.232 0.015 0.0211
C -0.429 -0.091 -1.242 -0.2034
C -0.638 0.867 -2.169 -0.2182
C -0.861 2.178 -1.720 -0.1842
C -0.594 2.524 -0.304 -0.2060
C -0.106 1.532 0.494 -0.2324
H 2.857 -3.810 1.987 0.2500
H 0.310 -0.423 2.038 0.1788
H -0.902 -2.713 1.429 0.4906
H -0.287 -1.094 -1.466 0.2189
H -1.019 0.573 -3.096 0.2128
H -1.018 2.993 -2.386 0.2082
H -0.566 3.500 0.050 0.2114
H 0.124 1.794 1.542 0.2142
```

=====

Entry 6:
Below is C9H9BF3NO3 in the gas phase, with properties calculated with wB97M-V/def2-TZVPD.

Summary:
SMILES: O=C(NCB(O)O)c1ccccc1C(F)(F)F
frontier orbital gap: 9.96 eV
DFT total energy: -25944.10023 eV
ΔE to the lowest compared entry with this formula, charge and spin: 0.0 kcal/mol

Structure (XYZ):
```
26
Properties=species:S:1:pos:R:3:nbo_charge:R:1
O -1.617 -0.029 -1.608 -0.6112
C -0.835 0.317 -0.738 0.6447
N -1.279 0.648 0.502 -0.6048
C -2.677 0.561 0.882 -0.5927
B -2.956 -0.625 1.893 1.1036
O -4.076 -0.540 2.688 -0.8870
O -2.083 -1.695 1.986 -0.9159
C 0.609 0.487 -1.014 -0.0828
C 0.965 1.285 -2.107 -0.1768
C 2.268 1.320 -2.571 -0.1823
C 3.247 0.579 -1.917 -0.2042
C 2.940 -0.108 -0.766 -0.1730
C 1.640 -0.178 -0.290 -0.1527
C 1.407 -1.122 0.846 0.9781
F 2.553 -1.818 1.036 -0.3097
F 0.357 -1.908 0.486 -0.3249
F 1.138 -0.412 1.957 -0.3201
H -0.608 0.766 1.271 0.4032
H -2.931 1.486 1.389 0.2239
H -3.326 0.396 0.021 0.2672
H -4.253 -1.359 3.179 0.4968
H -1.264 -1.730 1.451 0.5125
H 0.205 1.789 -2.710 0.2371
H 2.555 1.901 -3.427 0.2207
H 4.281 0.609 -2.204 0.2184
H 3.740 -0.621 -0.237 0.2320
```

=====

Entry 7:
Below is C9H9BrClO2P in the gas phase, with properties calculated with wB97M-V/def2-TZVPD.

Summary:
SMILES: CCP(C)C1=C(Cl)C(=O)C=C(Br)C1=O
frontier orbital gap: 6.91 eV
DFT total energy: -105425.70656 eV

Structure (XYZ):
```
23
Properties=species:S:1:pos:R:3:nbo_charge:R:1
C 2.509 1.265 0.131 -0.6204
C 2.059 0.517 -1.152 -0.6758
P 0.946 -0.972 -0.871 0.7542
C 1.769 -2.107 0.383 -0.9201
C -0.696 -0.377 -0.193 -0.3784
C -0.970 0.010 1.055 -0.0544
Cl 0.237 0.071 2.308 0.0528
C -2.385 0.432 1.449 0.4899
O -2.656 0.461 2.602 -0.4715
C -3.417 0.763 0.407 -0.2887
C -3.155 0.405 -0.834 -0.0899
Br -4.420 0.845 -2.211 0.1027
C -1.857 -0.333 -1.182 0.4876
O -1.811 -0.890 -2.221 -0.4560
H 3.378 1.922 -0.060 0.2099
H 2.757 0.612 0.975 0.2103
H 1.693 1.954 0.417 0.2068
H 2.970 0.067 -1.593 0.2303
H 1.643 1.193 -1.911 0.2404
H 1.124 -2.285 1.256 0.2416
H 1.825 -3.077 -0.135 0.2402
H 2.775 -1.767 0.665 0.2348
H -4.319 1.292 0.715 0.2537
```

=====

Entry 8:
Below is 2 unconnected molecules or ions with the total composition C9H9Cl2O2P, with properties calculated with wB97M-V/def2-TZVPD.

Summary:
frontier orbital gap: 8.27 eV
DFT total energy: -47906.73835 eV
ΔE to the lowest compared entry with this formula, charge and spin: 26.8 kcal/mol

Structure (XYZ):
```
23
Properties=species:S:1:pos:R:3:nbo_charge:R:1
C 3.234 0.414 1.083 -0.1531
C 2.627 -0.369 0.079 -0.2146
C 2.513 0.757 2.207 -0.2173
C 1.375 -0.855 0.234 -0.1691
C 1.149 0.388 2.274 -0.1463
C 0.572 -0.448 1.355 -0.4456
C -1.343 1.323 -0.411 0.4634
C -2.843 -0.330 -1.526 -0.6589
C -2.542 0.583 -0.414 -0.3126
O -0.350 1.259 -1.040 -0.5627
O -1.757 -0.201 2.695 -1.0457
P -1.259 -0.583 1.398 1.7554
Cl -1.332 2.530 0.952 -0.1450
Cl -2.036 -2.335 0.713 -0.2605
H 4.275 0.686 1.008 0.2169
H 3.279 -0.725 -0.643 0.2158
H 3.067 1.299 2.970 0.2273
H 0.753 -1.079 -0.666 0.2312
H 0.434 0.755 3.036 0.2511
H -3.325 -1.169 -1.025 0.2393
H -3.661 0.258 -2.183 0.2380
H -1.976 -0.617 -2.081 0.2401
H -3.236 0.742 0.383 0.2529
```

=====

Entry 9:
Below is a molecular structure, C9H9Cl3F3N2NiO8S, with properties calculated with wB97M-V/def2-TZVPD.

Summary:
total charge: -1
frontier orbital gap (spin up / spin down): 8.11 / 8.19 eV
DFT total energy: -126440.97902 eV
ΔE to the lowest compared entry with this formula, charge and spin: 6.4 kcal/mol
multiplicity: 3

Structure (XYZ):
```
36
Properties=species:S:1:pos:R:3:mulliken_spin:R:1
Ni -0.196 0.488 0.416 1.7378
O -1.818 -1.997 1.146 0.0018
C -2.468 -2.113 -0.114 0.0044
C -1.522 -1.905 -1.279 -0.0032
N -0.903 -0.576 -1.386 0.0553
C -1.860 0.410 -1.908 -0.0016
C -2.674 1.067 -0.778 0.0027
O -3.835 1.385 -1.019 0.0023
O -2.033 1.238 0.326 0.0537
C 0.370 -0.720 -2.111 -0.0048
C 1.457 -1.218 -1.142 0.0031
O 2.314 -1.988 -1.562 0.0032
O 1.348 -0.770 0.064 0.0421
H -1.037 -2.559 1.139 -0.0003
H -3.281 -1.387 -0.117 -0.0003
H -2.905 -3.111 -0.227 -0.0009
H -2.065 -2.111 -2.211 0.0005
H -0.721 -2.645 -1.194 -0.0009
H -2.550 -0.028 -2.632 0.0013
H -1.310 1.218 -2.385 -0.0001
H 0.685 0.251 -2.478 -0.0001
H 0.291 -1.411 -2.952 0.0020
F 3.315 1.824 0.164 0.0000
C 2.732 3.009 -0.021 -0.0008
F 3.210 3.868 0.887 0.0000
F 3.054 3.456 -1.237 0.0001
S 0.911 2.883 0.141 0.0033
O 0.540 1.978 -0.954 0.0388
O 0.457 4.233 0.037 0.0052
O 0.731 2.206 1.430 0.0322
Cl 1.951 -2.711 3.978 0.0000
C 1.944 -0.939 3.874 0.0014
Cl 1.786 -0.234 5.494 0.0002
Cl 3.402 -0.364 3.092 0.0007
C 0.788 -0.525 3.074 0.0082
N -0.107 -0.201 2.448 0.0129
```

=====

Entry 10:
Below is C9H9ClOSe in the gas phase, with properties calculated with wB97M-V/def2-TZVPD.

Summary:
SMILES: O=C[C@H](CCl)[Se]c1ccccc1
frontier orbital gap: 9.18 eV
DFT total energy: -89392.86511 eV

Structure (XYZ):
```
21
Properties=species:S:1:pos:R:3:nbo_charge:R:1
O -3.859 0.226 -1.238 -0.5000
C -3.136 -0.739 -1.005 0.3992
C -1.809 -0.584 -0.394 -0.4821
C -1.787 -1.538 0.973 -0.3806
Cl -3.312 -1.222 1.805 -0.0434
Se -1.478 1.333 0.015 0.3543
C 0.436 1.053 0.055 -0.2057
C 1.081 1.009 -1.160 -0.2390
C 2.510 0.876 -1.174 -0.1896
C 3.170 0.661 0.047 -0.2198
C 2.483 0.609 1.174 -0.1981
C 1.132 0.989 1.261 -0.2104
H -3.139 -1.796 -1.517 0.1244
H -0.919 -1.071 -1.021 0.2582
H -0.940 -1.110 1.482 0.2323
H -1.790 -2.565 0.732 0.2150
H 0.546 0.860 -2.149 0.2285
H 2.912 0.795 -2.197 0.2205
H 4.190 0.512 0.083 0.2139
H 3.015 0.542 2.097 0.2104
H 0.692 1.158 2.130 0.2122
```